No. 1
ORCA calculation (wB97M-V/def2-TZVPD) on a structure of composition C46H48N4P2PtTe2 in a non-equilibrium geometry.

Largest force on an atom (hartree/bohr): 0.029
Electronic energy (eV): -90852.8671
Gap between HOMO and LUMO (eV): 6.17
Energy above the lowest of the compared OMol25 structures with the same formula, charge and spin (eV): 1.9830

Last column: Löwdin charge in e.
Geometry (Å):
Pt (-0.4396, 0.3335, -0.4104)  0.340
Te (1.7762, -3.0719, -3.0592)  1.290
C (1.7506, -3.0187, -5.1754)  -0.556
C (2.6703, -2.2546, -5.8850)  -0.136
C (2.6212, -2.2548, -7.2727)  -0.155
N (1.7334, -2.9566, -7.9872)  0.051
C (0.8528, -3.6853, -7.2950)  -0.155
C (0.8228, -3.7495, -5.9057)  -0.135
C (0.7534, -1.3123, -2.7159)  -0.967
P (-0.8115, -1.2846, -1.9242)  0.670
C (-2.1072, -0.8681, -3.1278)  -0.358
C (-1.7721, -0.5731, -4.4420)  -0.081
C (-2.7589, -0.1763, -5.3418)  -0.073
C (-4.0758, -0.0654, -4.9243)  -0.085
C (-4.4194, -0.3645, -3.6070)  -0.086
C (-3.4383, -0.7625, -2.7125)  -0.099
C (-1.3144, -2.9166, -1.3289)  -0.379
C (-1.1159, -3.2633, 0.0068)  -0.092
C (-1.3847, -4.5617, 0.4338)  -0.073
C (-1.8479, -5.5066, -0.4708)  -0.083
C (-2.0437, -5.1599, -1.8040)  -0.079
C (-1.7791, -3.8686, -2.2347)  -0.109
P (1.4243, 0.0011, -1.7360)  0.735
C (1.4867, 1.5248, -2.7535)  -0.373
C (1.3873, 1.4403, -4.1355)  -0.106
C (1.3619, 2.5973, -4.9101)  -0.076
C (1.4253, 3.8439, -4.3022)  -0.084
C (1.5332, 3.9365, -2.9167)  -0.074
C (1.5686, 2.7814, -2.1473)  -0.104
C (3.1682, -0.3754, -1.4392)  -0.381
C (3.6074, -0.9961, -0.2725)  -0.095
C (4.9438, -1.3503, -0.1297)  -0.073
C (5.8404, -1.0916, -1.1578)  -0.079
C (5.4005, -0.4774, -2.3237)  -0.072
C (4.0711, -0.1086, -2.4624)  -0.097
H (3.4214, -1.6704, -5.3655)  0.085
H (3.3352, -1.6686, -7.8436)  0.101
H (0.1341, -4.2501, -7.8825)  0.101
H (0.0855, -4.3680, -5.4053)  0.085
H (-0.7348, -0.6618, -4.7501)  0.084
H (-2.4932, 0.0486, -6.3685)  0.106
H (-4.8397, 0.2554, -5.6217)  0.102
H (-5.4475, -0.2712, -3.2801)  0.104
H (-3.7032, -0.9897, -1.6847)  0.107
H (-0.7276, -2.5227, 0.7014)  0.060
H (-1.2323, -4.8321, 1.4727)  0.104
H (-2.0616, -6.5164, -0.1385)  0.102
H (-2.3995, -5.9006, -2.5096)  0.104
H (-1.9316, -3.5973, -3.2730)  0.107
H (1.3245, 0.4595, -4.5965)  0.084
H (1.2810, 2.5220, -5.9891)  0.104
H (1.3874, 4.7445, -4.9046)  0.102
H (1.5740, 4.9087, -2.4378)  0.107
H (1.6373, 2.8557, -1.0676)  0.089
H (2.9023, -1.2394, 0.5099)  0.082
H (5.2819, -1.8308, 0.7805)  0.105
H (6.8828, -1.3652, -1.0511)  0.104
H (6.0959, -0.2838, -3.1310)  0.106
H (3.7357, 0.3789, -3.3694)  0.101
C (-3.2945, 7.4530, -3.0134)  -0.053
C (-2.8831, 6.2505, -2.1969)  -0.270
C (-2.7365, 6.3309, -0.8194)  -0.030
C (-2.3567, 5.2352, -0.0484)  -0.328
C (-2.2426, 5.4459, 1.4493)  -0.124
C (-2.1017, 4.0026, -0.6887)  -0.490
Te (-1.5351, 2.3969, 0.5900)  0.892
C (-2.2515, 3.8953, -2.0849)  -0.295
C (-2.0871, 2.6080, -2.8456)  -0.081
C (-2.6414, 5.0268, -2.8041)  -0.022
H (-3.5768, 8.2898, -2.3736)  0.071
H (-4.1426, 7.2175, -3.6593)  0.078
H (-2.4774, 7.7848, -3.6591)  0.080
H (-2.9206, 7.2775, -0.3210)  0.109
H (-2.4902, 6.4772, 1.7012)  0.070
H (-1.2353, 5.2381, 1.8143)  0.056
H (-2.9159, 4.7872, 1.9987)  0.053
H (-1.2952, 1.9893, -2.4385)  -0.004
H (-1.8673, 2.8137, -3.8936)  0.081
H (-3.0091, 2.0204, -2.8056)  0.081
H (-2.7581, 4.9353, -3.8828)  0.120
C (-3.4259, -0.5868, 4.3807)  -0.166
C (-3.5677, -0.4012, 2.8865)  -0.196
N (-2.3412, -0.8843, 2.2646)  0.054
C (-1.0916, -0.5378, 2.7473)  -0.430
N (-0.0742, -0.6769, 1.9454)  -0.022
C (1.2430, -0.3396, 2.4814)  -0.246
C (1.1625, 0.7732, 3.5084)  -0.168
C (0.2431, 0.3178, 4.6165)  -0.155
N (-1.0275, -0.1609, 4.0654)  -0.031
C (-2.2203, 0.2020, 4.8350)  -0.160
H (-3.2721, -1.6473, 4.5964)  0.122
H (-4.3180, -0.2471, 4.9068)  0.117
H (-3.7470, 0.6538, 2.6520)  0.096
H (-4.4021, -0.9790, 2.4930)  0.120
H (-2.3401, -0.9133, 1.2571)  0.071
H (1.8636, -0.0216, 1.6498)  0.065
H (1.7117, -1.2270, 2.9265)  0.121
H (0.7431, 1.6584, 3.0213)  0.093
H (2.1424, 1.0313, 3.9131)  0.118
H (0.0261, 1.1355, 5.3041)  0.120
H (0.7143, -0.4833, 5.1930)  0.125
H (-2.4160, 1.2740, 4.7257)  0.128
H (-2.0070, 0.0120, 5.8858)  0.122

=====

No. 2
ORCA calculation (wB97M-V/def2-TZVPD) on a structure of composition C46H49LaN8OSiTe in a non-equilibrium geometry.

Largest force on an atom (hartree/bohr): 0.048
⟨S²⟩: 0.79
Electronic energy (eV): -78494.8727
Multiplicity: 2
Net charge: +1
Gap between HOMO and LUMO (alpha / beta) (eV): 5.56 / 6.44
Energy above the lowest of the compared OMol25 structures with the same formula, charge and spin (eV): 0.0000

Last column: Löwdin spin population.
Geometry (Å):
La (-1.4159, 1.2359, -0.1334)  0.021
N (-0.5412, 1.0858, 4.5768)  0.030
C (-1.1235, 1.1453, 3.3669)  0.017
N (-0.4417, 1.2909, 2.2381)  0.013
C (0.9283, 1.4661, 2.3117)  0.106
N (1.6591, 1.7486, 1.2499)  -0.064
N (0.9705, 1.8415, 0.1052)  0.167
C (1.5357, 2.1564, -1.0522)  0.184
C (0.9042, 2.0212, -2.3609)  0.074
C (1.5143, 2.4469, -3.5702)  0.059
C (0.8492, 2.3623, -4.7937)  0.035
C (-0.4324, 1.7817, -4.8395)  0.092
C (-0.9731, 1.3182, -3.6361)  0.014
N (-0.3695, 1.4512, -2.4446)  0.105
C (1.5864, 1.3391, 3.5799)  0.004
C (2.9860, 1.4973, 3.6484)  0.023
C (3.6535, 1.4278, 4.8429)  -0.001
C (2.8954, 1.2648, 6.0139)  0.030
C (1.5178, 1.1403, 5.9832)  -0.003
C (0.8694, 1.1602, 4.7511)  0.024
H (-1.1614, 0.9536, 5.3875)  0.001
H (-2.2024, 1.1176, 3.3460)  0.001
H (2.5485, 2.5792, -1.0554)  0.009
H (2.5118, 2.8521, -3.5280)  0.001
H (1.3060, 2.6877, -5.7133)  0.000
H (-1.0171, 1.6965, -5.7317)  0.006
H (-1.9518, 0.8537, -3.6784)  -0.001
H (3.5320, 1.6469, 2.7282)  0.001
H (4.7269, 1.5536, 4.8927)  -0.001
H (3.3809, 1.2090, 6.9726)  0.002
H (0.9356, 1.0421, 6.8905)  -0.001
C (-5.0111, -0.2890, 1.2656)  0.000
C (-4.8692, 1.1911, 1.0786)  0.000
C (-5.9424, 2.0252, 1.4578)  0.000
C (-5.8466, 3.4119, 1.2321)  0.000
C (-4.6896, 3.9522, 0.7009)  0.000
C (-3.5947, 3.0732, 0.3725)  0.000
N (-3.7248, 1.7275, 0.5935)  0.000
N (-2.4458, 3.4828, -0.1655)  0.001
Si (-2.1348, 5.0390, -0.9878)  0.001
C (-3.4743, 5.2301, -2.3051)  0.000
C (-0.4410, 5.0316, -1.8347)  0.002
C (-2.1327, 6.4373, 0.2799)  0.000
H (-5.7701, -0.7262, 0.5936)  0.000
H (-5.3378, -0.5075, 2.2944)  0.000
H (-4.0548, -0.8007, 1.0701)  0.000
H (-6.8474, 1.5990, 1.8550)  0.000
H (-6.6592, 4.0657, 1.5047)  0.000
H (-4.5842, 5.0082, 0.4985)  0.000
H (-3.6120, 4.3019, -2.8773)  0.000
H (-3.2685, 6.0342, -3.0142)  0.000
H (-4.4263, 5.4647, -1.8170)  0.000
H (-0.4391, 4.3833, -2.7297)  0.000
H (0.3442, 4.6731, -1.1451)  0.001
H (-0.1474, 6.0479, -2.1624)  0.000
H (-3.1450, 6.6399, 0.6342)  0.000
H (-1.6956, 7.3463, -0.1720)  0.000
H (-1.5440, 6.1191, 1.1396)  0.000
C (4.6491, -5.2194, -4.6035)  0.000
C (3.8371, -4.3195, -3.7539)  0.000
C (3.3133, -4.7095, -2.5149)  0.000
C (2.5000, -3.8850, -1.7205)  0.001
C (2.0129, -4.4899, -0.4086)  0.000
C (2.2515, -2.5738, -2.1926)  0.008
Te (0.9555, -1.2079, -1.1412)  0.016
N (-0.4902, -2.6036, -1.0417)  0.003
C (-1.5063, -2.3235, -0.2527)  0.001
O (-1.8513, -1.1174, 0.1610)  0.001
C (-2.2901, -3.4085, 0.3205)  0.000
C (-2.4362, -4.5884, -0.4253)  0.000
C (-3.1509, -5.6245, 0.1407)  0.000
C (-3.6918, -5.5092, 1.4281)  0.000
C (-3.5153, -4.3368, 2.1480)  0.000
C (-2.8863, -3.2355, 1.5754)  0.000
C (1.7742, -1.5548, 0.8613)  0.001
C (0.9821, -1.9765, 1.9556)  0.000
C (1.5345, -2.2532, 3.1926)  0.000
C (2.8864, -2.0008, 3.3847)  0.000
C (3.6493, -1.5087, 2.3331)  0.000
C (3.1258, -1.2447, 1.0836)  0.000
C (4.0305, -0.5250, 0.0959)  0.003
C (2.8133, -2.1178, -3.4002)  0.001
C (2.6862, -0.7116, -3.9506)  0.003
C (3.6069, -2.9970, -4.1353)  0.000
H (4.5859, -6.2588, -4.2789)  0.000
H (5.7253, -4.9497, -4.5644)  0.000
H (4.3661, -5.1321, -5.6638)  0.000
H (3.5298, -5.6907, -2.1247)  0.000
H (2.0962, -5.5927, -0.4601)  0.000
H (0.9661, -4.2410, -0.2122)  0.000
H (2.5705, -4.1735, 0.4772)  0.000
H (-1.9839, -4.6785, -1.3939)  0.000
H (-3.2591, -6.5457, -0.3967)  0.000
H (-4.2256, -6.3600, 1.8493)  0.000
H (-3.8610, -4.2860, 3.1629)  0.000
H (-2.7859, -2.3110, 2.1244)  0.000
H (-0.0846, -2.1205, 1.8152)  0.000
H (0.9593, -2.7025, 3.9922)  0.000
H (3.3808, -2.2576, 4.3111)  0.000
H (4.7106, -1.3728, 2.4287)  0.000
H (4.9607, -0.2221, 0.5789)  0.000
H (3.5634, 0.3847, -0.3111)  0.003
H (4.2978, -1.1516, -0.7799)  0.000
H (1.6539, -0.4754, -4.2606)  0.000
H (3.3131, -0.6110, -4.8443)  0.000
H (3.0121, 0.0668, -3.2470)  0.002
H (4.0309, -2.6113, -5.0499)  0.000